Density functional theory data (wB97M-V/def2-TZVPD) for 5 unconnected molecules or ions with the total composition C5H19NO6 at a distorted geometry.

Last column: natural (NBO) charge in e.
Cartesian coordinates (Å):
C 2.044 -1.335 0.757  -0.602
C 1.563 -0.560 -0.446  -0.216
N 0.158 -0.211 -0.514  -0.637
C -0.365 0.481 -1.536  0.686
O 0.294 0.872 -2.489  -0.677
C -1.854 0.652 -1.584  -0.537
C -2.696 -0.314 -0.667  -0.103
O -2.820 -1.682 -1.143  -0.717
H 3.083 -1.396 0.680  0.217
H 1.816 -0.811 1.748  0.170
H 1.711 -2.324 0.907  0.212
H 1.868 -1.182 -1.370  0.203
H 2.274 0.321 -0.380  0.190
H -0.417 -0.727 0.113  0.431
H -2.059 0.339 -2.628  0.253
H -2.158 1.716 -1.547  0.243
H -2.385 -0.339 0.452  0.191
H -3.698 0.042 -0.441  0.193
H -2.023 -2.109 -0.853  0.466
O 0.778 2.661 0.837  -0.940
H 0.756 2.923 -0.021  0.479
H 1.510 2.045 0.809  0.453
O 1.334 3.044 -1.852  -0.977
H 0.397 2.624 -1.930  0.489
H 1.893 2.458 -2.319  0.483
O -0.938 -1.765 1.293  -0.985
H -1.393 -2.470 1.758  0.490
H -0.401 -1.490 2.049  0.503
O 0.299 -0.794 3.475  -0.932
H 1.231 -0.826 3.590  0.479
H 0.197 0.158 3.253  0.492

Spin multiplicity: 1
Maximum force (eV/A): 4.6
Lowest unoccupied orbital energy (eV): 0.086
Gap between HOMO and LUMO (eV): 9.846
Total charge: 0
Structure (SMILES): CCNC(=O)CCO.O.O.O.O
ΔE to the lowest compared entry with this formula, charge and spin (kJ/mol): 223.4
Molecular weight (g mol⁻¹): 189.2

=====

Density functional theory data (wB97M-V/def2-TZVPD) for a molecular structure, C5H20Br3N10O5Y at a distorted geometry.

Last column: natural (NBO) charge in e.
Cartesian coordinates (Å):
Y 30.375 12.768 -14.257  1.621
Br 30.895 15.667 -14.338  -0.700
Br 28.915 10.375 -14.996  -0.694
Br 29.298 12.658 -11.574  -0.683
C 31.693 9.763 -12.581  0.813
O 31.551 10.764 -13.269  -0.676
N 30.927 8.657 -12.833  -0.848
N 32.708 9.639 -11.688  -0.830
H 30.800 7.929 -12.151  0.380
H 30.116 8.893 -13.398  0.437
H 32.684 8.871 -11.041  0.383
H 33.333 10.392 -11.471  0.412
C 33.121 11.602 -16.248  0.814
O 32.200 11.961 -15.537  -0.657
N 33.712 10.381 -16.129  -0.832
N 33.730 12.484 -17.101  -0.850
H 33.290 9.687 -15.538  0.427
H 34.685 10.355 -16.372  0.391
H 34.296 12.107 -17.840  0.389
H 33.633 13.476 -16.987  0.421
C 26.855 13.692 -14.541  0.822
O 28.059 13.596 -14.733  -0.692
N 26.306 14.852 -14.080  -0.841
N 26.012 12.658 -14.783  -0.827
H 25.432 14.926 -13.599  0.398
H 26.998 15.582 -14.047  0.423
H 26.377 11.782 -15.120  0.429
H 25.015 12.768 -14.775  0.385
C 33.264 13.976 -12.599  0.828
O 32.446 13.234 -13.122  -0.692
N 34.345 14.445 -13.287  -0.826
N 33.063 14.479 -11.357  -0.824
H 34.518 13.979 -14.158  0.400
H 35.063 15.030 -12.903  0.392
H 33.594 15.262 -11.023  0.387
H 32.167 14.301 -10.929  0.435
C 29.729 13.022 -17.632  0.824
O 30.106 13.157 -16.477  -0.710
N 28.992 11.947 -18.006  -0.841
N 30.121 13.883 -18.607  -0.831
H 28.672 11.812 -18.945  0.389
H 28.831 11.280 -17.254  0.447
H 30.544 14.757 -18.353  0.418
H 29.920 13.722 -19.576  0.388

Spin multiplicity: 1
Maximum force (eV/A): 1.6
Lowest unoccupied orbital energy (eV): 0.282
Gap between HOMO and LUMO (eV): 7.713
Total charge: 0
ΔE to the lowest compared entry with this formula, charge and spin (kJ/mol): 0.0
Molecular weight (g mol⁻¹): 628.9

=====

Density functional theory data (wB97M-V/def2-TZVPD) for 6 unconnected molecules or ions with the total composition C5H20ClN10O5 at a distorted geometry.

Last column: natural (NBO) charge in e.
Cartesian coordinates (Å):
Cl 0.104 -0.352 -0.221  -0.876
C 3.675 -1.389 -2.017  0.735
O 4.494 -2.174 -2.439  -0.693
N 3.201 -1.476 -0.842  -0.840
N 3.059 -0.582 -2.814  -0.830
H 2.385 -1.003 -0.480  0.397
H 3.599 -2.230 -0.300  0.401
H 2.465 0.096 -2.359  0.392
H 3.315 -0.745 -3.777  0.422
C 0.427 -3.803 1.968  0.746
O 0.749 -4.717 2.708  -0.677
N -0.801 -3.398 1.832  -0.835
N 1.159 -3.054 1.217  -0.835
H -0.940 -2.577 1.261  0.382
H -1.493 -3.996 2.260  0.410
H 0.690 -2.279 0.770  0.397
H 2.144 -2.966 1.418  0.384
C -1.109 3.944 -0.973  0.769
O -0.201 4.364 -0.245  -0.708
N -2.198 4.641 -1.315  -0.829
N -1.165 2.683 -1.425  -0.842
H -2.947 4.217 -1.844  0.396
H -2.225 5.610 -1.030  0.413
H -2.024 2.277 -1.766  0.381
H -0.460 2.010 -1.157  0.419
C 1.720 1.823 2.783  0.678
O 2.216 2.436 3.693  -0.218
N 0.668 2.250 2.157  -0.509
N 2.305 0.816 2.180  -0.783
H 0.275 1.903 1.294  0.465
H 0.186 3.049 2.543  0.432
H 3.305 0.748 2.302  0.423
H 1.890 0.364 1.378  0.441
C -3.977 -0.824 -0.984  0.743
O -5.125 -0.955 -1.330  -0.680
N -3.596 -1.456 0.100  -0.831
N -3.128 -0.079 -1.588  -0.820
H -2.660 -1.819 0.209  0.382
H -4.369 -2.054 0.353  0.406
H -2.199 0.105 -1.236  0.403
H -3.412 0.592 -2.287  0.390

Spin multiplicity: 2
Maximum force (eV/A): 6.7
Lowest unoccupied orbital energy (spin up / spin down) (eV): -0.496 / -6.670
Gap between HOMO and LUMO (spin up / spin down) (eV): 8.986 / 2.809
Total charge: 0
ΔE to the lowest compared entry with this formula, charge and spin (kJ/mol): 0.0
Molecular weight (g mol⁻¹): 335.7

=====

Density functional theory data (wB97M-V/def2-TZVPD) for a molecular structure, C5H20F3N10O5Y at a distorted geometry.

Last column: natural (NBO) charge in e.
Cartesian coordinates (Å):
Y 0.308 0.285 0.507  2.490
F 0.437 2.819 -2.103  -0.851
F -1.820 -0.592 3.102  -0.839
F 3.677 0.375 1.462  -0.827
C -2.635 -3.295 -2.363  0.742
O -2.141 -2.405 -1.699  -0.723
N -2.411 -3.607 -3.569  -0.799
N -3.641 -3.892 -1.835  -0.804
H -1.899 -3.006 -4.200  0.422
H -2.893 -4.441 -3.872  0.383
H -4.167 -4.517 -2.429  0.366
H -3.909 -3.734 -0.874  0.419
C 3.441 -1.264 -3.626  0.755
O 2.529 -1.412 -2.831  -0.713
N 3.422 -0.423 -4.608  -0.808
N 4.618 -1.819 -3.445  -0.826
H 2.621 0.122 -4.895  0.420
H 4.246 -0.363 -5.188  0.372
H 4.718 -2.298 -2.561  0.424
H 5.329 -1.475 -4.075  0.380
C -3.851 3.624 -0.198  0.756
O -3.322 2.529 -0.248  -0.699
N -3.248 4.640 -0.761  -0.824
N -5.008 3.910 0.349  -0.825
H -3.684 5.551 -0.722  0.379
H -2.330 4.407 -1.111  0.435
H -5.753 3.232 0.412  0.406
H -5.350 4.861 0.370  0.376
C 1.200 -4.473 2.662  0.756
O 1.245 -3.475 1.995  -0.692
N 2.103 -4.837 3.513  -0.831
N 0.067 -5.104 2.867  -0.826
H 2.872 -4.192 3.625  0.419
H 2.100 -5.808 3.793  0.389
H -0.786 -4.706 2.501  0.411
H 0.024 -5.623 3.732  0.378
C 1.385 4.757 3.104  0.759
O 0.613 3.891 2.702  -0.717
N 1.654 5.952 2.599  -0.825
N 2.072 4.458 4.149  -0.813
H 1.236 6.235 1.724  0.411
H 2.464 6.464 2.917  0.388
H 2.687 5.094 4.638  0.385
H 1.779 3.554 4.491  0.420

Spin multiplicity: 1
Maximum force (eV/A): 5.8
Lowest unoccupied orbital energy (eV): -3.442
Gap between HOMO and LUMO (eV): 5.704
Total charge: 0
ΔE to the lowest compared entry with this formula, charge and spin (kJ/mol): 1872.1
Molecular weight (g mol⁻¹): 446.2

=====

Density functional theory data (wB97M-V/def2-TZVPD) for a molecular structure, C5H20FN10O5Zn at a distorted geometry.

Last column: natural (NBO) charge in e.
Cartesian coordinates (Å):
Zn -0.881 -0.590 0.348  1.777
F -2.076 -2.206 0.353  -0.914
C -2.248 1.130 -1.963  0.789
O -1.597 0.258 -1.365  -0.768
N -3.536 1.194 -1.945  -0.798
N -1.619 2.118 -2.601  -0.817
H -3.933 2.003 -2.398  0.379
H -4.106 0.366 -1.867  0.439
H -2.250 2.852 -2.878  0.385
H -0.615 2.128 -2.673  0.420
C 1.032 -2.186 -1.846  0.781
O 0.205 -1.629 -1.183  -0.689
N 1.245 -3.486 -1.751  -0.821
N 1.886 -1.474 -2.598  -0.856
H 2.044 -3.935 -2.171  0.386
H 0.556 -4.138 -1.408  0.436
H 2.383 -2.078 -3.237  0.390
H 1.579 -0.571 -2.923  0.413
C -2.480 1.759 1.497  0.798
O -1.807 0.733 1.552  -0.749
N -3.779 1.770 1.654  -0.810
N -1.992 2.924 1.205  -0.815
H -4.180 1.310 2.458  0.422
H -4.267 2.633 1.471  0.372
H -1.012 2.985 1.436  0.418
H -2.617 3.676 0.968  0.400
C 1.381 -2.025 2.324  0.785
O 0.280 -1.658 1.910  -0.718
N 2.485 -1.848 1.590  -0.848
N 1.564 -2.663 3.458  -0.822
H 3.316 -2.372 1.808  0.401
H 2.187 -1.423 0.726  0.411
H 2.385 -3.069 3.876  0.403
H 0.729 -2.877 3.982  0.414
C 1.988 1.058 0.320  0.782
O 0.829 0.630 0.493  -0.768
N 2.870 0.709 -0.571  -0.821
N 2.443 2.047 1.038  -0.811
H 2.721 -0.041 -1.229  0.423
H 3.686 1.295 -0.624  0.397
H 3.435 2.192 1.129  0.398
H 1.767 2.499 1.634  0.410

Spin multiplicity: 1
Maximum force (eV/A): 4.5
Lowest unoccupied orbital energy (eV): -2.252
Gap between HOMO and LUMO (eV): 8.651
Total charge: +1
ΔE to the lowest compared entry with this formula, charge and spin (kJ/mol): 282.3
Molecular weight (g mol⁻¹): 384.7

=====

Density functional theory data (wB97M-V/def2-TZVPD) for 5 unconnected molecules or ions with the total composition C5H20N10O5 at a distorted geometry.

Last column: natural (NBO) charge in e.
Cartesian coordinates (Å):
N 0.577 2.028 -1.420  -0.839
C 1.299 1.520 -0.367  0.776
N 0.576 1.306 0.782  -0.883
O 2.542 1.392 -0.280  -0.710
H 1.009 2.071 -2.321  0.402
H -0.418 1.919 -1.347  0.424
H 1.155 0.834 1.471  0.406
H -0.396 0.966 0.822  0.411
N -1.535 -1.608 -2.578  -0.838
C -1.362 -1.731 -1.205  0.783
N -2.199 -1.018 -0.471  -0.818
O -0.612 -2.589 -0.778  -0.715
H -0.757 -2.237 -2.823  0.392
H -1.187 -0.683 -2.878  0.373
H -1.927 -0.896 0.514  0.435
H -2.693 -0.246 -0.923  0.399
N 0.613 -0.856 3.277  -0.832
C -0.184 -1.483 2.385  0.781
N 0.288 -2.601 1.787  -0.828
O -1.334 -1.086 2.157  -0.717
H 1.420 -1.304 3.594  0.384
H 0.158 -0.325 3.952  0.398
H -0.056 -2.806 0.837  0.449
H 1.242 -2.739 1.950  0.365
N 2.097 -1.700 -1.595  -0.848
C 3.400 -2.065 -1.750  0.761
N 4.309 -1.170 -1.354  -0.848
O 3.686 -3.161 -2.176  -0.662
H 2.045 -0.925 -0.960  0.364
H 1.519 -2.424 -1.244  0.406
H 4.056 -0.215 -1.054  0.416
H 5.269 -1.302 -1.622  0.400
N -2.075 2.911 1.631  -0.828
C -2.643 2.833 0.410  0.796
N -3.854 3.443 0.178  -0.857
O -2.104 2.225 -0.474  -0.717
H -1.096 2.826 1.773  0.420
H -2.553 3.388 2.360  0.384
H -3.992 3.253 -0.835  0.409
H -4.281 4.257 0.577  0.407

Spin multiplicity: 1
Maximum force (eV/A): 2.6
Lowest unoccupied orbital energy (eV): 0.291
Gap between HOMO and LUMO (eV): 9.609
Total charge: 0
Structure (SMILES): NC(N)=O.NC(N)=O.NC(N)=O.NC(N)=O.NC(N)=O
ΔE to the lowest compared entry with this formula, charge and spin (kJ/mol): 40.5
Molecular weight (g mol⁻¹): 300.3

=====

Which formula does entry 5 have? C5H20FN10O5Zn

=====

What did the fourth record say?
Density functional theory data (wB97M-V/def2-TZVPD) for a molecular structure, C5H20F3N10O5Y at a distorted geometry.

Last column: natural (NBO) charge in e.
Cartesian coordinates (Å):
Y 0.308 0.285 0.507  2.490
F 0.437 2.819 -2.103  -0.851
F -1.820 -0.592 3.102  -0.839
F 3.677 0.375 1.462  -0.827
C -2.635 -3.295 -2.363  0.742
O -2.141 -2.405 -1.699  -0.723
N -2.411 -3.607 -3.569  -0.799
N -3.641 -3.892 -1.835  -0.804
H -1.899 -3.006 -4.200  0.422
H -2.893 -4.441 -3.872  0.383
H -4.167 -4.517 -2.429  0.366
H -3.909 -3.734 -0.874  0.419
C 3.441 -1.264 -3.626  0.755
O 2.529 -1.412 -2.831  -0.713
N 3.422 -0.423 -4.608  -0.808
N 4.618 -1.819 -3.445  -0.826
H 2.621 0.122 -4.895  0.420
H 4.246 -0.363 -5.188  0.372
H 4.718 -2.298 -2.561  0.424
H 5.329 -1.475 -4.075  0.380
C -3.851 3.624 -0.198  0.756
O -3.322 2.529 -0.248  -0.699
N -3.248 4.640 -0.761  -0.824
N -5.008 3.910 0.349  -0.825
H -3.684 5.551 -0.722  0.379
H -2.330 4.407 -1.111  0.435
H -5.753 3.232 0.412  0.406
H -5.350 4.861 0.370  0.376
C 1.200 -4.473 2.662  0.756
O 1.245 -3.475 1.995  -0.692
N 2.103 -4.837 3.513  -0.831
N 0.067 -5.104 2.867  -0.826
H 2.872 -4.192 3.625  0.419
H 2.100 -5.808 3.793  0.389
H -0.786 -4.706 2.501  0.411
H 0.024 -5.623 3.732  0.378
C 1.385 4.757 3.104  0.759
O 0.613 3.891 2.702  -0.717
N 1.654 5.952 2.599  -0.825
N 2.072 4.458 4.149  -0.813
H 1.236 6.235 1.724  0.411
H 2.464 6.464 2.917  0.388
H 2.687 5.094 4.638  0.385
H 1.779 3.554 4.491  0.420

Spin multiplicity: 1
Maximum force (eV/A): 5.8
Lowest unoccupied orbital energy (eV): -3.442
Gap between HOMO and LUMO (eV): 5.704
Total charge: 0
ΔE to the lowest compared entry with this formula, charge and spin (kJ/mol): 1872.1
Molecular weight (g mol⁻¹): 446.2

=====

Number 6 is which compound? C5H20N10O5